No. 1
64
Properties=species:S:1:pos:R:3:forces:R:3:lowdin_charge:R:1 method="wB97M-V/def2-TZVPD" homo_energy_ev=-4.694 homo_lumo_gap_ev=7.3 lumo_ev=2.56 max_force_ha_per_bohr=0.0553 charge=-1
C 2.219 3.529 2.867 0.2 0.3 0.7 -0.22
C 3.691 3.476 2.143 0.0 1.2 0.6 -0.41
C 3.681 3.773 0.529 1.1 -1.3 0.6 -0.91
Br 2.208 5.020 -0.069 0.7 -0.1 0.5 0.37
Ta 3.211 1.722 -0.541 -0.4 -0.3 -0.4 1.31
C 2.730 -0.411 -1.383 0.0 -0.9 0.2 -0.48
C 2.362 -1.393 -0.118 -0.3 -0.1 0.4 -0.34
C 0.943 -0.968 0.655 0.8 0.3 0.2 -0.26
C -0.188 -0.407 -0.396 -0.1 -0.3 -0.1 -0.25
C -1.636 -0.029 0.305 0.1 0.2 -1.7 -0.16
C -2.107 1.449 -0.320 0.3 -1.7 -0.4 -0.21
O -3.317 1.875 0.399 2.2 1.8 0.0 -0.29
C -3.107 3.148 1.108 -0.7 0.5 0.6 -0.12
H 2.119 4.620 3.340 -0.1 -2.5 -1.0 0.07
H 1.312 3.307 2.159 2.0 0.5 1.3 0.02
H 2.193 2.726 3.748 0.0 1.8 -1.8 0.07
H 4.344 4.328 2.639 -1.2 -1.7 -0.7 0.09
H 4.177 2.444 2.417 -0.8 2.1 -1.0 0.05
H 4.692 4.232 0.130 -2.1 -0.7 1.1 0.03
H 1.596 1.733 0.403 0.1 0.4 -0.1 -0.12
H 2.325 2.574 -1.920 0.1 -0.2 -0.3 -0.19
H 4.766 1.820 -1.532 0.1 0.3 -0.2 -0.19
H 4.124 0.879 0.846 0.2 -0.2 0.0 -0.14
H 1.912 -0.398 -2.236 1.5 -0.2 1.7 0.03
H 3.722 -0.815 -1.860 -1.7 0.7 0.8 0.02
H 3.255 -1.267 0.664 -2.0 -0.5 -1.7 0.07
H 2.258 -2.536 -0.409 0.3 2.1 0.4 0.08
H 1.272 -0.152 1.456 -1.1 -1.5 -1.8 0.08
H 0.548 -1.907 1.273 0.6 1.9 -1.5 0.11
H -0.333 -1.249 -1.224 0.2 1.7 1.7 0.11
H 0.145 0.560 -0.994 -0.2 -2.1 1.5 0.07
H -2.426 -0.807 -0.136 1.5 1.6 1.5 0.11
H -1.596 -0.038 1.475 -0.1 0.1 -2.3 0.12
H -1.232 2.226 -0.329 -1.7 -1.4 0.4 0.12
H -2.387 1.244 -1.451 0.5 0.5 2.2 0.13
H -3.665 3.055 2.144 1.0 0.3 -2.1 0.09
H -3.599 4.024 0.491 1.0 -1.6 1.2 0.10
H -1.990 3.411 1.337 -2.0 -0.7 -0.6 0.10
C -6.455 0.715 1.879 -0.2 0.2 -0.5 -0.18
C -7.083 0.128 3.116 -0.2 0.2 0.6 -0.19
C -6.544 -1.285 3.105 0.2 -0.4 -0.1 -0.21
O -5.254 -1.234 2.481 -0.5 0.1 0.2 -0.13
C -5.094 0.054 1.871 0.5 -0.1 -0.1 -0.21
H -6.399 1.807 1.890 0.0 -0.1 0.0 0.11
H -7.024 0.410 0.993 0.1 0.1 0.1 0.12
H -6.721 0.660 4.004 -0.1 -0.1 -0.1 0.12
H -8.176 0.168 3.116 0.1 0.0 0.0 0.11
H -7.178 -1.948 2.507 -0.1 0.0 0.1 0.11
H -6.450 -1.706 4.111 0.1 0.0 -0.1 0.11
H -4.374 0.622 2.472 0.0 0.0 -0.2 0.11
H -4.690 -0.063 0.862 0.0 0.0 0.3 0.10
C 2.317 -3.814 -3.657 -0.6 0.0 -0.1 -0.18
C 3.360 -4.629 -2.937 0.3 0.0 0.6 -0.19
C 4.351 -4.923 -4.042 0.2 -0.1 -0.4 -0.21
O 4.297 -3.818 -4.954 -0.1 -0.2 0.2 -0.14
C 3.156 -3.012 -4.628 0.2 0.5 -0.1 -0.20
H 1.716 -3.186 -2.994 0.1 0.0 -0.1 0.10
H 1.641 -4.479 -4.207 0.0 0.1 0.0 0.11
H 3.837 -4.018 -2.161 -0.1 -0.1 -0.1 0.11
H 2.965 -5.532 -2.466 0.1 0.1 -0.1 0.11
H 4.072 -5.827 -4.595 0.0 -0.1 0.1 0.11
H 5.372 -5.044 -3.669 0.0 0.1 -0.1 0.11
H 3.521 -2.088 -4.168 -0.1 0.0 0.0 0.11
H 2.612 -2.757 -5.541 0.1 0.0 0.0 0.12

---

No. 2
98
Properties=species:S:1:pos:R:3:forces:R:3:lowdin_charge:R:1 method="wB97M-V/def2-TZVPD" homo_energy_ev=-8.340 homo_lumo_gap_ev=5.7 lumo_ev=-2.64 max_force_ha_per_bohr=0.0986 e_above_lowest_kcal_mol=20.6 charge=+1
C 1.293 1.149 -2.261 0.2 0.2 -0.4 -0.37
C 0.683 -1.089 -2.064 -1.3 -0.7 0.8 -0.36
C 1.733 0.963 -3.573 0.1 0.4 0.5 -0.06
C 1.278 -1.375 -3.326 0.1 0.6 -0.2 -0.06
C 1.757 -0.325 -4.105 -0.1 -0.7 0.6 -0.06
H 2.105 1.836 -4.108 0.0 -0.3 0.0 0.11
H 1.238 -2.399 -3.703 0.1 0.4 0.1 0.11
H 2.184 -0.508 -5.088 -0.2 0.0 0.1 0.11
N 0.720 0.184 -1.525 0.2 -0.5 -0.3 0.05
P 1.562 2.481 0.193 -0.2 -0.7 0.0 0.98
P -1.642 -1.765 -0.620 0.2 -0.3 0.3 0.97
C 1.527 2.534 -1.641 -0.2 -0.1 -0.3 -0.28
H 2.478 2.958 -2.008 -0.4 -0.2 0.0 0.09
H 0.729 3.209 -1.987 0.2 -0.1 0.2 0.09
C -0.055 -2.134 -1.327 1.4 -0.2 -1.2 -0.37
H 0.007 -3.145 -1.759 -0.2 0.7 -0.2 0.04
C -2.067 -3.245 0.588 0.0 0.5 -0.9 -0.65
C -2.727 -1.828 -2.145 -0.5 -0.3 0.4 -0.69
C 3.379 1.990 0.593 -0.6 0.6 0.2 -0.67
C 1.036 4.202 0.697 0.7 -0.1 -0.1 -0.73
C -1.705 -2.845 2.032 0.0 0.0 0.0 -0.15
H -2.276 -1.957 2.360 0.1 -0.2 -0.2 0.04
H -2.009 -3.661 2.705 0.1 0.2 -0.1 0.10
H -0.635 -2.674 2.195 -0.2 -0.1 -0.1 0.04
C -3.579 -3.512 0.597 -0.2 -0.2 0.2 -0.10
H -4.140 -2.603 0.860 0.1 -0.3 -0.1 0.08
H -3.966 -3.925 -0.344 0.2 0.2 0.3 0.06
H -3.797 -4.260 1.380 0.1 0.2 -0.2 0.09
C -1.300 -4.489 0.125 -0.1 -0.4 0.3 -0.09
H -1.591 -5.358 0.744 0.1 0.3 -0.2 0.10
H -1.522 -4.743 -0.927 0.1 0.1 0.5 0.08
H -0.216 -4.349 0.236 -0.5 0.0 0.0 0.04
C -4.151 -1.381 -1.771 -0.2 -0.2 -0.3 -0.10
H -4.144 -0.436 -1.212 -0.1 -0.2 -0.1 0.04
H -4.716 -1.227 -2.702 0.0 0.1 0.2 0.09
H -4.698 -2.131 -1.192 0.2 0.2 -0.1 0.06
C -2.197 -0.845 -3.196 0.0 0.0 -0.1 -0.08
H -2.032 0.152 -2.784 0.1 -0.1 -0.1 0.06
H -1.273 -1.188 -3.670 -0.2 0.1 0.1 0.08
H -2.964 -0.743 -3.976 0.1 -0.1 0.1 0.09
C -2.749 -3.228 -2.755 -0.4 -0.2 -0.6 -0.09
H -1.749 -3.643 -2.936 -0.2 0.2 0.1 0.08
H -3.323 -3.953 -2.162 0.2 0.2 -0.2 0.07
H -3.246 -3.156 -3.736 0.1 -0.1 0.2 0.10
C 1.157 4.306 2.230 -0.1 0.2 -0.1 -0.09
H 0.863 5.322 2.528 0.1 -0.2 0.1 0.09
H 0.488 3.602 2.752 0.2 0.1 -0.2 0.07
H 2.185 4.139 2.586 -0.3 0.1 -0.1 0.07
C -0.441 4.394 0.289 0.2 0.0 0.1 -0.10
H -0.593 4.304 -0.795 0.0 0.0 0.3 0.08
H -1.119 3.695 0.798 0.2 0.0 0.0 0.05
H -0.743 5.408 0.587 0.0 -0.2 -0.1 0.09
C 1.876 5.284 0.011 -0.1 0.5 0.2 -0.09
H 1.876 5.179 -1.083 0.0 0.0 0.3 0.08
H 1.429 6.260 0.256 0.2 -0.1 -0.2 0.09
H 2.913 5.301 0.362 -0.3 0.0 -0.1 0.06
C 3.901 1.006 -0.467 -0.2 -0.1 0.0 -0.09
H 4.011 1.490 -1.448 0.0 -0.2 0.3 0.09
H 4.896 0.653 -0.153 -0.3 0.1 -0.1 0.10
H 3.240 0.134 -0.574 0.2 0.2 0.0 0.06
C 3.315 1.279 1.968 0.1 0.0 0.0 -0.11
H 2.799 0.296 1.889 0.3 0.5 0.0 0.04
H 4.348 1.093 2.316 -0.4 0.0 0.0 0.09
H 2.796 1.884 2.740 0.3 -0.2 -0.4 0.07
C 4.331 3.193 0.614 0.3 -0.2 0.2 -0.10
H 4.343 3.713 -0.356 0.0 -0.1 0.3 0.09
H 4.108 3.912 1.415 0.0 -0.2 -0.2 0.07
H 5.348 2.804 0.791 -0.2 0.2 0.0 0.09
Ba -0.389 0.273 1.397 0.7 -0.2 -0.5 1.35
C -2.505 1.270 -0.350 -1.4 2.8 -3.0 -0.13
O -2.911 1.928 -1.213 1.3 -2.4 2.7 0.08
N 1.241 -1.695 1.086 2.1 -3.6 -1.9 -0.09
C 1.551 -2.567 0.298 -1.7 4.1 2.4 -0.21
C 2.544 -3.583 -0.177 -0.5 -0.1 -0.1 -0.58
C 2.063 -4.486 -1.305 -0.1 -0.3 -0.3 -0.05
C 3.746 -2.768 -0.650 0.4 0.5 0.1 -0.03
C 2.819 -4.414 1.081 0.3 -0.2 0.6 -0.04
H 1.138 -5.006 -1.037 0.1 0.1 -0.2 0.07
H 1.924 -3.930 -2.238 0.0 -0.1 0.3 0.07
H 2.811 -5.265 -1.503 0.0 0.3 0.2 0.10
H 4.038 -2.057 0.140 0.0 -0.2 -0.3 0.08
H 4.606 -3.411 -0.863 -0.2 0.0 0.0 0.10
H 3.489 -2.203 -1.563 0.1 -0.2 0.4 0.09
H 3.432 -5.291 0.822 -0.2 0.3 0.1 0.09
H 3.378 -3.801 1.815 -0.4 -0.4 -0.2 0.10
H 1.867 -4.764 1.546 0.7 0.2 -0.3 0.10
S -1.850 0.678 4.031 -0.5 0.7 0.3 0.48
C -2.831 2.034 3.740 -0.8 0.3 -0.1 -0.83
N -3.315 2.478 2.543 0.5 -0.7 0.1 0.01
C -4.353 3.491 2.689 -0.1 0.3 -0.6 -0.13
C -4.389 3.728 4.196 -0.1 0.3 0.4 -0.12
N -3.359 2.831 4.693 0.5 -0.7 -0.2 0.03
H -3.199 1.959 1.675 -0.1 0.1 0.7 0.05
H -5.318 3.133 2.305 0.3 0.1 0.1 0.13
H -4.073 4.401 2.145 -0.1 -0.2 0.1 0.12
H -5.359 3.462 4.627 0.1 0.2 0.0 0.13
H -4.145 4.763 4.442 -0.1 -0.1 0.1 0.12
H -3.219 2.625 5.671 0.0 0.0 -0.2 0.15

---

No. 3
15
Properties=species:S:1:pos:R:3:forces:R:3:lowdin_charge:R:1 method="wB97M-V/def2-TZVPD" homo_energy_ev="1.117 / -5.002" homo_lumo_gap_ev="2.5 / 8.6" lumo_ev="3.67 / 3.60" max_force_ha_per_bohr=0.0453 e_above_lowest_kcal_mol=8.2 charge=-1 multiplicity=2
C -2.400 -0.363 2.323 1.1 0.1 -1.3 -0.71
S -3.154 -1.551 1.147 -0.7 -0.2 0.2 0.32
H -3.058 0.476 2.511 -0.2 -0.1 0.3 -0.02
H -1.553 -0.007 1.723 0.1 0.4 0.4 -0.06
H -1.949 -0.853 3.182 -0.4 0.0 0.4 -0.03
H -2.367 -2.561 1.551 0.1 -0.1 0.0 -0.21
N 2.445 -0.317 -1.201 0.0 1.1 0.5 -0.05
C 1.728 0.899 -1.695 0.3 -1.4 -1.8 -0.48
N 0.311 0.830 -1.488 0.5 1.1 -0.1 -0.03
H 3.418 -0.216 -1.506 -0.2 -0.2 0.1 0.03
H 2.461 -0.189 -0.186 0.1 -0.5 0.0 0.01
H 1.897 0.839 -2.794 0.1 0.4 0.4 0.09
H 2.164 1.834 -1.363 -0.2 0.3 0.3 0.08
H 0.040 1.304 -0.632 -0.3 -0.7 0.1 0.01
H 0.018 -0.126 -1.574 -0.4 -0.2 0.5 0.05

---

No. 4
21
Properties=species:S:1:pos:R:3:forces:R:3:lowdin_charge:R:1 method="wB97M-V/def2-TZVPD" homo_energy_ev=-8.184 homo_lumo_gap_ev=8.3 lumo_ev=0.10 max_force_ha_per_bohr=0.0733 e_above_lowest_kcal_mol=6.3 charge=0
C 0.601 -2.637 1.062 2.8 0.0 -0.3 -0.12
C 0.186 -1.354 1.500 -1.1 1.1 -0.1 -0.27
C -0.054 -3.713 0.745 -0.8 -0.1 -1.2 -0.20
C -1.074 -0.947 1.760 3.7 0.0 0.5 -0.68
C -1.733 -0.144 -0.792 -0.3 1.0 0.4 -0.59
C -0.597 0.354 -1.276 0.6 1.9 0.4 -0.54
C -0.188 1.770 -0.720 -0.6 -2.1 0.6 -0.08
C 0.285 -0.368 -2.262 -1.5 0.3 0.3 -1.10
O -0.629 -4.583 0.253 -0.1 -0.6 0.5 0.19
Br -1.133 0.633 2.674 -0.7 1.9 0.7 0.77
Br -2.377 -1.840 -1.232 -0.3 -0.4 -0.1 0.81
Br 2.117 -0.323 -1.731 0.3 -0.2 0.1 0.69
Br 0.084 0.564 -4.011 0.0 -0.6 0.5 0.62
H 1.702 -2.728 0.880 -1.0 -0.2 0.2 0.14
H 0.992 -0.581 1.487 -0.7 -0.8 0.5 0.10
H -1.959 -1.462 1.743 -1.8 -1.4 -0.1 0.02
H -2.367 0.416 -0.038 0.9 -0.8 -1.2 0.08
H 0.545 1.707 0.078 0.1 -0.5 0.3 0.05
H -1.092 2.136 -0.257 -0.1 0.6 0.0 0.06
H 0.267 2.471 -1.368 0.0 0.5 -1.3 0.05
H -0.106 -1.401 -2.300 0.8 0.5 -0.6 0.00

---

No. 5
50
Properties=species:S:1:pos:R:3:forces:R:3:lowdin_charge:R:1 method="wB97M-V/def2-TZVPD" homo_energy_ev="-5.081 / -5.082" homo_lumo_gap_ev="6.6 / 6.6" lumo_ev="1.52 / 1.52" max_force_ha_per_bohr=0.0124 e_above_lowest_kcal_mol=31.9 charge=-1
Au -0.114 0.133 -0.451 0.5 0.0 0.4 0.66
Cl 1.666 5.035 -2.161 0.0 0.0 0.0 0.47
C 0.890 3.584 -2.827 0.1 -0.1 0.0 -1.03
Cl 2.056 2.287 -3.130 0.0 0.0 0.0 0.49
H 0.441 3.849 -3.776 0.0 0.0 0.0 0.02
H 0.162 3.225 -2.105 0.0 0.0 0.0 -0.11
F -0.203 -1.828 2.270 0.0 0.0 0.2 0.06
B 0.393 -2.316 3.468 0.0 -0.1 -0.1 -1.23
F -0.107 -3.589 3.756 0.0 0.0 0.0 0.10
F 1.784 -2.340 3.320 0.0 0.0 0.0 0.10
F 0.056 -1.434 4.541 0.0 0.0 0.0 0.05
C 0.753 -3.005 -5.404 0.1 0.0 0.0 -0.20
Si -0.742 -3.121 -4.282 0.0 0.0 0.0 0.37
C -2.281 -2.737 -5.277 -0.1 0.0 0.0 -0.20
C -0.867 -4.860 -3.604 0.0 -0.1 0.0 -0.20
C -0.582 -1.933 -2.922 0.0 0.2 0.1 -0.27
C -0.473 -1.137 -2.003 -0.1 -0.2 -0.1 -0.30
H 0.703 -3.742 -6.210 0.0 0.0 0.0 0.02
H 1.670 -3.179 -4.837 0.0 0.0 0.0 0.03
H 0.822 -2.011 -5.851 0.0 0.0 0.0 0.03
H -2.415 -3.444 -6.100 0.0 0.0 0.0 0.02
H -2.222 -1.730 -5.697 0.0 0.0 0.0 0.03
H -3.167 -2.781 -4.640 0.0 0.0 0.0 0.03
H -0.904 -5.598 -4.410 0.0 0.0 0.0 0.02
H -1.765 -4.972 -2.993 0.0 0.0 0.0 0.03
H -0.007 -5.087 -2.970 0.0 0.0 0.0 0.03
Se -1.305 2.205 -0.141 0.0 0.2 0.1 0.20
C -0.693 3.339 3.597 0.0 0.1 0.1 -0.02
N -1.398 2.184 3.023 0.1 -0.1 -0.3 -0.26
C -2.707 1.949 3.644 -0.2 0.0 0.0 -0.02
C -0.592 0.914 3.011 0.1 -0.1 -0.1 -0.14
C 0.772 1.107 2.419 -0.1 -0.3 0.0 -0.27
C 1.842 1.270 3.294 0.0 0.0 0.0 -0.05
C 3.142 1.394 2.834 0.0 0.0 -0.1 -0.08
C 3.380 1.336 1.470 0.0 0.0 0.1 -0.08
C 2.324 1.146 0.591 0.0 0.1 -0.2 -0.13
C 1.016 1.007 1.048 -0.3 0.0 -0.2 -0.31
H -1.347 4.208 3.556 0.0 0.0 0.0 0.10
H 0.204 3.530 3.015 0.0 0.0 0.0 0.10
H -0.422 3.127 4.632 0.0 0.0 0.0 0.11
H -1.526 2.361 1.976 0.0 0.1 -0.1 -0.07
H -2.569 1.687 4.693 0.0 0.0 0.0 0.11
H -3.196 1.125 3.129 0.0 0.0 0.0 0.11
H -3.319 2.845 3.562 0.0 0.0 0.0 0.10
H -1.150 0.198 2.413 -0.1 0.0 0.1 0.11
H -0.528 0.532 4.027 0.0 0.0 0.0 0.12
H 1.644 1.251 4.360 0.0 0.0 0.0 0.12
H 3.959 1.506 3.535 0.0 0.0 0.0 0.10
H 4.387 1.418 1.079 0.0 0.0 0.0 0.10
H 2.538 1.094 -0.470 -0.1 0.0 0.0 0.06

---

No. 6
16
Properties=species:S:1:pos:R:3:forces:R:3:lowdin_charge:R:1 method="wB97M-V/def2-TZVPD" homo_energy_ev="-11.088 / -13.375" homo_lumo_gap_ev="5.4 / 7.7" lumo_ev="-5.64 / -5.63" max_force_ha_per_bohr=0.0741 charge=+1 multiplicity=2
O -0.540 -2.024 -0.108 -2.6 0.9 -1.7 -0.03
C -1.610 -1.786 -0.698 2.5 -2.2 1.9 -0.08
H -1.709 -2.071 -1.766 -0.1 0.5 0.2 0.10
H -2.504 -1.539 -0.090 0.1 0.4 -0.5 0.09
C 0.367 0.297 1.124 -0.3 3.1 -0.4 -0.45
O -0.121 0.558 2.244 -0.3 -0.5 -1.0 -0.03
Li -1.589 1.744 2.050 0.4 -0.4 0.0 0.81
O 1.652 -0.054 1.096 -1.2 -0.5 -0.1 0.00
C 2.337 -0.276 -0.138 0.1 -0.2 -0.5 -0.04
H 2.447 0.668 -0.687 0.0 -0.2 0.1 0.10
H 3.324 -0.658 0.137 -0.3 0.1 -0.1 0.11
H 1.812 -1.023 -0.749 0.1 0.2 0.2 0.09
O -1.355 1.714 0.140 -1.8 1.2 -0.1 -0.31
C -0.376 0.898 -0.105 3.2 -1.9 0.8 -0.23
Cu -2.245 2.673 -1.363 0.4 -0.5 0.7 0.76
H 0.110 0.879 -1.088 -0.3 -0.1 0.3 0.11